# C43H34N2O2PdS2

A molecular structure, C43H34N2O2PdS2 (the ωB97M-V functional and the def2-TZVPD basis, the OMol25 dataset).

HOMO (alpha / beta)   -13.10 / -13.10 eV
Total charge   +2
Spin multiplicity   3

Last column: Löwdin charge in e.
Geometry (Å):
Pd 1.09106 1.29003 -0.79631  0.901
N -0.01083 3.21679 -1.72913  0.076
C 0.95461 3.81098 -2.57446  -0.234
C 0.73635 4.98294 -3.27372  0.011
C 1.78911 5.59548 -3.96534  -0.039
C 3.06679 5.05932 -3.97419  0.014
C 3.30606 3.83743 -3.29005  -0.139
C 4.54240 3.15881 -3.34253  0.050
C 4.71471 1.93409 -2.69835  -0.008
C 3.64529 1.41244 -1.98158  -0.081
N 2.46205 2.02556 -1.96462  -0.067
C 2.24759 3.22499 -2.59395  -0.142
H -0.94229 3.16526 -2.15509  0.115
H -0.13496 3.71275 -0.84785  0.103
H -0.26005 5.47136 -3.21753  0.142
H 1.57953 6.54941 -4.47622  0.131
H 3.88747 5.56659 -4.49337  0.135
H 5.35244 3.59129 -3.91971  0.135
H 5.70231 1.44315 -2.64263  0.134
H 3.67619 0.48239 -1.40231  0.123
C -0.36970 0.80815 7.71784  -0.033
C -0.31581 0.87253 6.20366  -0.236
C 0.87859 1.16398 5.50774  -0.005
C 0.86646 1.33900 4.12435  -0.064
C -0.31076 1.10756 3.41981  -0.373
C -1.47465 0.70430 4.07749  -0.078
C -1.47728 0.62961 5.46210  -0.029
S -0.31766 1.14253 1.60881  1.053
O 0.49148 2.49158 1.22904  -0.574
C 0.87338 -0.20950 1.29780  -0.401
C 2.26754 -0.04530 1.49141  -0.106
C 3.14847 -1.11606 1.42445  0.020
C 2.63843 -2.44506 1.25237  -0.142
C 3.52254 -3.54730 1.28742  -0.006
C 3.04466 -4.84496 1.18336  -0.028
C 1.67641 -5.01757 0.94307  -0.039
C 0.79869 -3.96084 0.87056  0.001
C 1.24323 -2.63056 1.05101  -0.088
C 0.34780 -1.48420 1.08364  -0.152
C -1.08801 -1.66257 0.82718  -0.177
C -1.88006 -2.43800 1.76013  -0.096
C -1.36097 -2.93599 3.00002  -0.018
C -2.12975 -3.71027 3.83882  -0.049
C -3.44270 -4.06730 3.48257  -0.050
C -3.98476 -3.61346 2.30248  -0.012
C -3.23017 -2.77689 1.43374  -0.152
C -3.75857 -2.37065 0.19348  0.017
C -2.96394 -1.60996 -0.66075  -0.049
C -1.65613 -1.22928 -0.34534  -0.263
S -0.57050 -0.35644 -1.56064  0.999
O 0.46284 -1.36856 -2.05862  -0.456
C -1.50269 0.02021 -3.08850  -0.360
C -2.68477 0.74804 -3.12958  -0.095
C -3.24167 1.03417 -4.37974  -0.017
C -2.61590 0.56647 -5.54342  -0.250
C -3.17414 0.87090 -6.90343  -0.033
C -1.46898 -0.23737 -5.46764  -0.007
C -0.91754 -0.52646 -4.22966  -0.058
H 0.63698 0.93048 8.11729  0.079
H -0.72649 -0.15453 8.06821  0.084
H -1.02429 1.58117 8.14637  0.099
H 1.82273 1.30759 6.07010  0.131
H 1.76944 1.65416 3.58495  0.110
H -2.37750 0.44961 3.51726  0.117
H -2.38552 0.29134 5.98801  0.134
H 2.62701 0.95783 1.73471  0.106
H 4.22253 -0.96779 1.58454  0.132
H 4.59117 -3.35551 1.41453  0.125
H 3.70088 -5.69908 1.29544  0.120
H 1.27877 -6.02470 0.79120  0.124
H -0.25458 -4.16477 0.70237  0.126
H -0.32458 -2.72143 3.29268  0.129
H -1.74287 -4.00228 4.81243  0.118
H -4.04451 -4.73625 4.14402  0.133
H -5.02585 -3.87080 2.01977  0.134
H -4.77685 -2.63978 -0.13879  0.139
H -3.36893 -1.38595 -1.66466  0.117
H -3.18930 1.11087 -2.22018  0.126
H -4.20297 1.57540 -4.42326  0.132
H -4.05031 1.49213 -6.77738  0.077
H -3.42071 -0.05890 -7.41632  0.096
H -2.43471 1.41945 -7.51783  0.103
H -0.97822 -0.63165 -6.37610  0.141
H -0.05051 -1.18218 -4.11745  0.113

# C43H34N9NaO5S4Se

A molecular structure, C43H34N9NaO5S4Se (the ωB97M-V functional and the def2-TZVPD basis, the OMol25 dataset).

HOMO   -2.00 eV
Total charge   -2

Last column: Löwdin charge in e.
Geometry (Å):
Na -1.75010 -3.53768 1.72769  0.440
O -0.71356 -4.64737 3.39604  -0.164
N 0.50750 -4.84281 3.30044  -0.072
N 1.14274 -4.08008 2.41267  -0.277
O 0.56388 -3.07292 1.87585  -0.146
C 2.54378 -4.24708 2.48848  -0.189
C 3.04848 -5.41054 3.11608  -0.020
C 4.35108 -5.15275 3.59137  -0.115
C 5.07976 -3.99605 3.24412  -0.111
C 4.57814 -3.11156 2.22500  -0.071
C 3.20638 -3.13482 1.96396  -0.004
H 2.48609 -6.30917 3.32693  0.094
H 4.74952 -5.78428 4.35404  0.076
H 5.95172 -3.77788 3.82106  0.071
H 5.29308 -2.48333 1.74588  0.078
H 2.63247 -2.42572 1.44877  0.094
C -6.27445 2.93425 -9.50672  -0.057
O -5.47309 3.09382 -8.27757  -0.138
C -5.12963 2.00510 -7.56855  -0.353
C -4.23904 1.12229 -8.14092  -0.040
C -3.83410 -0.02557 -7.40957  -0.053
C -4.25559 -0.19194 -6.10604  -0.267
C -5.33060 0.61429 -5.58983  -0.043
C -5.66320 1.80280 -6.22604  0.005
N -3.60185 -1.06529 -5.15767  0.020
N -3.88173 -0.69503 -3.92586  0.048
C -3.24314 -1.47157 -3.02183  -0.276
C -2.42375 -2.52902 -3.36838  -0.056
C -2.26354 -3.57151 -2.53993  -0.024
C -2.48612 -3.51448 -1.09813  -0.281
O -2.25437 -4.53965 -0.32723  -0.079
C -3.10065 -2.21267 -0.64618  -0.155
N -3.30269 -2.09526 0.64297  0.087
C -4.16502 -1.16879 1.04513  -0.175
C -4.67640 -0.24366 0.18701  -0.085
C -4.48884 -0.36040 -1.14783  -0.019
C -3.61331 -1.32732 -1.64043  -0.085
H -5.69041 2.50068 -10.28986  0.053
H -6.66747 3.92299 -9.90145  0.096
H -7.12973 2.25023 -9.35381  0.090
H -3.94970 1.20636 -9.19627  0.108
H -2.98544 -0.61982 -7.77628  0.103
H -5.67303 0.33613 -4.60527  0.082
H -6.37804 2.56997 -5.81191  0.119
H -1.90024 -2.58902 -4.31248  0.104
H -1.79642 -4.46821 -2.91511  0.099
H -4.49225 -1.27958 2.08523  0.113
H -5.29122 0.56764 0.60799  0.114
H -5.06715 0.24874 -1.85644  0.113
Se 5.04406 -1.56894 -3.51523  1.050
N 3.97514 -2.91207 -2.92232  -0.213
C 4.77077 -3.81642 -2.47149  -0.397
C 4.35805 -5.05682 -1.82265  -0.006
C 5.35183 -5.91032 -1.50809  -0.104
C 6.73086 -5.57944 -1.49628  -0.080
C 7.20883 -4.36139 -1.95476  -0.041
C 6.27056 -3.53565 -2.59591  -0.408
N 6.64160 -2.38785 -3.17099  -0.237
H 3.29961 -5.25058 -1.77366  0.118
H 5.14732 -6.92205 -1.07074  0.120
H 7.42054 -6.37927 -1.28751  0.093
H 8.25242 -4.10936 -1.99203  0.103
S -0.66477 4.68145 6.06343  0.512
C -0.53740 3.22538 5.30529  -1.132
S -1.69404 2.79695 4.14266  0.896
C -0.87351 1.29294 3.73457  -1.239
N 0.08974 1.00187 4.60976  -0.014
N 0.23603 2.05626 5.52978  -0.137
C 1.05047 1.76978 6.68774  -0.157
C 1.41687 0.43200 6.86511  -0.040
C 1.84764 -0.03806 8.07457  -0.124
C 1.88517 0.80907 9.11782  -0.148
C 1.48392 2.15597 9.01689  -0.097
C 1.21522 2.68649 7.77143  -0.054
S -1.43887 0.29577 2.54428  0.487
H 1.36987 -0.27587 6.03564  0.109
H 2.21107 -1.07887 8.28800  0.121
H 2.19848 0.54030 10.07439  0.067
H 1.34252 2.78567 9.90604  0.099
H 0.89711 3.72058 7.57855  0.007
C 3.32000 5.41720 1.23685  -0.232
S 1.71890 4.57217 1.10639  0.920
O 1.26587 4.25054 2.47135  -0.514
C 0.58549 5.85228 0.47657  -0.364
C -0.66752 6.06119 1.10439  -0.060
C -1.59600 6.81934 0.46828  -0.071
C -1.47000 7.09933 -0.93866  -0.073
C -0.21721 6.95879 -1.47767  -0.108
C 0.78912 6.39338 -0.72938  -0.141
H 3.18704 6.29388 1.85887  0.058
H 3.55053 5.76467 0.28278  0.007
H 3.92327 4.60431 1.65334  0.057
H -0.82810 5.59339 2.07292  0.110
H -2.43802 7.20069 1.05709  0.107
H -2.27526 7.30103 -1.64404  0.101
H -0.08424 7.25084 -2.52022  0.106
H 1.78024 6.30699 -1.13222  0.097

Energy relative to the best compared isomer or geometry (same formula, charge and spin) / kcal per mole: 0.0 67.6
DFT total energy / hartree: -2842.64615 -6684.23758